An isolated ion of composition C26H54NO7P2 and charge +1 at a distorted geometry. Source: OMol25; level of theory: ωB97M-V/def2-TZVPD.

```
90
Properties=species:S:1:pos:R:3
O -1.29156 6.84734 -3.06884
C -2.85098 5.38782 -1.48423
O 5.04829 -5.35233 2.90064
H -2.18341 -2.42509 -1.61939
H -3.62943 -0.82061 0.32185
H 5.63179 -4.55071 4.73501
C 3.84532 -3.41772 0.41059
C 1.88679 5.48457 -0.33690
H 6.04875 -3.60201 0.35974
H 3.31285 -1.31404 -3.03781
H 3.11640 -4.19838 0.17305
C 2.55716 -1.91165 -1.08187
H 3.38372 -2.79687 1.18330
H -1.73585 2.71075 -2.85589
H 0.62530 3.70847 -0.44992
H -3.74497 -0.64309 -1.40508
H -1.50669 0.49988 0.30939
C 5.30145 -4.05711 2.36905
C -3.27833 1.80550 -0.03833
H -5.31486 -6.26741 0.79023
O -2.12861 -2.39062 1.98410
H -3.56836 4.32599 0.25595
H 6.30869 -3.74778 2.67937
P -1.24654 6.20671 -1.76666
O -1.53562 -4.37074 0.40938
H 2.26736 -1.30786 -0.21817
O -0.84360 7.31861 -0.66114
C 0.55094 4.79719 -0.52685
C -4.29603 -5.89397 0.84990
H 5.12298 -5.11042 0.55047
H -2.88363 2.16301 0.91192
C -2.82584 4.15604 -0.52191
H -2.88326 6.24004 1.42475
H 5.07382 -6.21159 4.78335
H -0.09371 5.10415 0.30190
H -1.87580 4.02266 -0.00542
H -0.57944 -4.77756 2.25810
H 0.63656 -2.91555 0.15621
C 5.18470 -4.06009 0.83641
H -0.67037 -0.50658 -2.52749
H -3.44086 -4.59670 2.31602
H 2.97370 0.82897 -1.82616
C 0.86485 0.65930 -1.49980
H -3.14812 5.01899 -2.46666
H -5.12685 -4.24271 2.05060
C -0.42236 0.54272 -2.35383
H -2.23828 7.61741 2.29152
C 2.42051 -1.16891 -2.43069
H 4.69332 -1.76058 -0.74881
C -2.06401 -1.87677 -0.68247
H 1.79193 6.56639 -0.40376
H 0.76839 0.08646 -0.57493
H -1.10967 6.44571 1.70654
C -4.20648 -4.52223 1.54269
C -3.03354 -0.65399 -0.57612
H 1.66810 -3.84511 1.34363
H 2.63679 5.10235 -1.02758
H -1.04895 -1.48697 -0.62089
P -2.37451 -3.02722 0.68666
H -2.84597 7.95707 -0.33524
C -2.28709 0.68240 -0.44008
H -3.67149 -6.59635 1.40151
H 0.13528 -5.44196 0.82956
C -0.34714 -4.54434 1.21884
H -4.13335 2.82062 -1.74764
H -1.57939 8.78127 0.52714
C -1.55378 1.16854 -1.66067
O -0.06795 5.09575 -1.80431
H 4.19684 -3.20045 -1.69574
C 5.63063 -5.49499 4.17946
C 2.12434 0.33181 -2.30102
C 0.68975 -3.41777 1.12235
H 0.49276 -2.66210 1.88371
H -3.64237 6.06301 -1.17014
C -1.90499 7.79849 0.19173
H -3.84850 -5.81061 -0.13936
H 2.21654 5.25451 0.68021
C -2.04739 6.93864 1.45752
O -3.92130 -3.45624 0.59389
C -3.18426 2.83848 -1.21695
H -0.21951 1.02339 -3.31331
H 0.95012 1.70607 -1.18955
H 2.02651 0.76338 -3.30192
N -2.10175 2.27303 -2.00977
C 3.93943 -2.54452 -0.86162
H -4.27540 1.42802 0.16775
H 1.56604 -1.60403 -2.96112
H 4.59796 -3.35699 2.83751
H 1.86271 -2.75816 -1.10859
H 6.66278 -5.85203 4.09112
```

The value obtained for the HOMO-LUMO gap is 7.9 eV. The value obtained for the LUMO energy is -3.41 eV. The net charge is +1. The HOMO energy comes out at -11.3 eV.

---

C26H55AlIN8O7 as an isolated structure at a distorted geometry. Source: OMol25; level of theory: ωB97M-V/def2-TZVPD.

```
98
Properties=species:S:1:pos:R:3
N 4.82731 -3.44870 1.20158
H -3.63504 7.38563 -2.13870
H 2.83552 5.72545 5.87622
Al 1.41234 2.84030 -1.62982
H 6.48112 -4.03258 0.08466
C -4.12270 -13.15008 -2.78092
O 2.71043 -2.57479 1.30924
H 4.30678 5.77733 6.86924
H 1.75780 -3.54075 -3.90976
H -3.42666 -13.42043 -1.98281
H -2.42430 -11.95001 -5.22706
N 0.74362 -3.07528 -2.15263
H 1.60438 -4.38277 -0.78315
H 4.02403 -4.49606 2.81174
H -4.23721 7.80028 0.90852
C -4.15949 7.30994 1.88152
O -5.22601 6.39974 -1.35693
H -1.45996 4.92104 -2.57865
H -4.12006 -6.04869 -0.34360
H -4.28627 3.79092 -1.45477
H 4.18241 9.49227 5.26995
O -1.78251 8.63310 4.24435
C 4.75504 7.09813 4.54760
C 6.20860 -3.26158 0.81043
H -1.09608 5.60109 -0.96948
H -5.23509 -10.84876 -3.05959
N 1.23917 5.19004 0.19414
H 1.04412 6.88135 1.61216
H 0.87229 -4.90384 -3.17053
H 0.26898 3.45639 -2.58266
H -1.88395 6.81232 0.84783
H -5.09461 -12.91643 -2.34359
H 2.49022 2.16901 -2.57956
H -2.65603 3.59161 -0.75536
N -3.17530 -6.89801 -1.96745
H 3.64147 7.27546 1.83509
H -4.23326 -13.99066 -3.47076
C 2.20754 4.37241 -0.45662
C 4.43575 -4.69968 1.82008
H 6.84484 -3.35019 1.69519
H -1.05991 6.66941 2.42429
C -3.12346 -6.24898 -0.76965
C 3.72394 8.80782 5.98549
H 0.61984 -1.23124 -1.22611
C -1.72946 5.69299 -1.85528
C 4.38421 5.55506 0.45853
H -2.13865 -7.74062 -3.58443
C -4.43153 -7.27057 -2.58610
C 0.84601 -3.83355 -3.38217
H 6.35709 -2.27880 0.36051
N -3.59260 -12.01252 -3.50414
H 0.61687 -3.09476 -0.05313
C 1.76687 6.21545 1.03521
C 3.47798 6.37272 6.47800
C 0.69758 -1.71033 -2.21718
H -1.33260 -7.86767 -1.99685
C -4.26885 -10.83239 -3.58974
H -1.88740 -13.12970 -4.00042
C -3.51140 4.26272 -0.84546
H 4.12158 9.01331 6.98311
O -2.10472 -5.90904 -0.19766
H 4.42062 3.68036 -0.99089
N 4.00664 7.43057 5.63929
H -4.19730 6.22591 1.75027
H 5.29379 -5.36747 1.90927
C -1.93593 -7.22612 -2.64437
N -2.89010 7.66433 2.48496
H 5.10604 7.97639 3.98098
H 3.66244 -5.17443 1.21090
H 5.50082 5.72493 0.56629
C 3.74786 4.41902 -0.43020
O 0.73565 -1.05612 -3.24367
H -5.27793 -6.96260 -1.96916
H -1.62237 -11.38316 -3.74772
C -4.04651 6.48042 -1.66266
C 0.69291 -3.78797 -0.89145
C -2.81388 8.30727 3.68321
H 2.90432 6.79151 7.30580
H -1.57574 6.67568 -2.30580
H -3.80247 8.51819 4.12304
H -0.01425 -3.60551 -4.01742
H -1.09788 8.23497 1.58601
C 3.28442 6.41847 1.15826
H -1.38034 -6.30563 -2.84111
I 0.40739 1.12132 0.11089
H -4.99521 7.62385 2.50924
H 4.28525 -1.57331 0.52932
H -3.92281 4.46886 0.14599
H -4.50410 -6.78505 -3.56248
C -1.66256 7.32083 1.78703
O 5.02892 5.96651 4.20172
N -3.11404 5.51231 -1.46524
H -0.17869 -4.44804 -0.89159
H -4.45540 -8.35448 -2.71336
O -3.88085 -9.84098 -4.17984
C -2.30311 -12.13365 -4.15675
H 2.64163 8.96063 5.98401
C 3.88219 -2.48170 1.00529
```

The value obtained for the HOMO-LUMO gap is 6.4 eV. The value obtained for the LUMO energy is 1.46 eV. The net charge is -1. The HOMO energy comes out at -5.0 eV.

---

A 4-piece molecular cluster, C26H56N4O6P2 overall at a distorted geometry. Source: OMol25; level of theory: ωB97M-V/def2-TZVPD.

```
94
Properties=species:S:1:pos:R:3
H -2.71353 7.27746 -5.47277
H -3.23763 7.40842 -7.15425
N 5.66488 -2.30749 1.90633
H 4.17105 -2.87524 7.61438
C -2.67342 5.24070 1.18089
C 0.09386 2.82467 2.04486
O 3.46008 0.33486 1.79368
H 2.27721 -4.10179 -4.81307
H -4.40084 2.87621 -3.27072
H 2.95960 -6.62817 4.81844
H -3.05852 4.80197 -2.55470
P 2.33834 -0.95908 1.47958
O 0.86381 -3.28762 6.01673
H 0.91184 -7.51234 -5.65648
O 2.74366 -1.90836 0.03343
N -0.04340 -4.01644 1.95120
C -4.75409 6.61475 -5.84037
C 1.52711 -6.75996 -5.15193
C 0.68173 -5.54688 -4.79630
H 3.87491 0.25058 2.70175
H -3.82877 8.57122 -5.95590
H -5.57183 3.92590 -4.07345
C 1.95590 -2.06797 3.00738
C -3.77705 4.93897 -3.37174
H 2.34320 -6.48280 -5.82631
H 5.80514 -2.01843 5.23314
C -4.08683 4.85047 0.77752
O 0.93934 -0.24898 1.10733
H -1.23993 1.38048 1.20422
H -4.48085 5.57443 -6.04949
H 0.82814 -3.55718 -3.99797
H -3.48531 7.06496 -3.29142
H 5.22733 -4.40126 7.23760
O -1.05031 -1.97983 5.36059
H -4.80971 5.27416 1.48258
H 0.23654 -5.15247 -5.71779
C 5.12963 -3.22822 7.04351
C 3.29086 -2.85429 3.60169
H -0.51564 -4.60902 -0.50780
H -2.04834 2.63640 2.12288
H 6.07616 -2.73626 7.52518
H 4.43586 -5.87989 4.69438
C 0.28048 -2.20739 5.20566
H -5.61808 7.78934 -4.25671
H 5.39821 -3.92028 4.88917
H -5.39995 3.97527 -2.30671
C 1.48307 -4.42574 -4.12907
N 3.40597 -5.66560 4.85664
H -1.80172 5.13568 -0.78461
H 3.74771 -1.37553 5.09072
C -1.50586 3.20004 0.09655
H -0.15438 -5.85448 -4.15837
C 0.12596 -4.22301 -1.30632
H -0.70604 2.95998 -0.61637
C 4.58938 -2.57366 2.58537
H -5.55455 6.87009 -6.54532
H -2.47111 4.89143 2.19958
H 2.88619 -5.55847 -2.93892
H 1.95748 -7.22768 -4.26191
C 5.05920 -2.92307 5.40043
H 1.73167 -5.54634 -0.81455
H 0.63982 -6.18339 -2.02979
C 1.12072 -1.23020 4.16277
C -4.32727 6.36559 -3.29890
H 2.66041 -3.90676 -2.40941
H 0.28768 -0.56775 3.62219
H 0.22537 -3.36652 6.81080
H -2.61193 6.33526 1.21322
C -3.56440 7.52129 -6.11518
H 3.43972 -4.78620 1.26574
C 1.15261 -5.27179 -1.70444
P 2.90681 -4.73517 3.42068
H -4.32634 5.22909 -0.22092
H 1.80530 -0.45296 4.73365
H -0.63264 5.13098 0.51694
C 0.88343 -3.22428 2.44979
H 0.61679 -3.31715 -0.93692
O 3.87070 -5.29656 2.03940
C 2.12391 -4.78834 -2.78433
H 0.92352 2.61399 1.36280
H -6.21155 6.14531 -4.33268
C -1.60428 4.72554 0.21351
N 3.68161 -2.43413 5.00099
H 0.24889 2.23865 2.95636
C -4.85410 3.87241 -3.24980
H -4.83700 6.50005 -2.33574
H 3.66170 -1.66911 -0.29136
C -5.30246 6.75105 -4.41734
H -4.22212 3.76519 0.77764
H 0.13256 3.88215 2.32169
H -2.42726 2.80745 -0.34499
C -1.23758 2.45796 1.40828
H -0.51991 -3.94970 -2.14570
H -3.21645 4.79085 -4.30105
```

The value obtained for the HOMO-LUMO gap is 8.2 eV. The value obtained for the LUMO energy is -0.91 eV. The HOMO energy comes out at -9.1 eV.